# 1
Molecular formula: C11H85BrClO37P
Method: DFT, ωB97M-V/def2-TZVPD

Cartesian coordinates (Å):
C1 2.4657 -2.7504 -2.3385
C2 0.9517 -2.7473 -2.0700
O1 0.2839 -1.7646 -2.8657
C3 0.4810 -0.4620 -2.3941
C4 -0.6732 0.1323 -1.5544
C5 -1.4770 -0.8629 -0.6576
C6 -2.2764 -1.9015 -1.4644
C7 -2.4230 -0.1825 0.3699
C8 -3.8497 0.1562 -0.1109
O2 -1.6055 0.6996 -2.5597
C9 -2.0800 1.8936 -2.1980
O3 -2.8770 2.5040 -2.8474
C10 -1.4619 2.3337 -0.8874
C11 -0.2580 1.3859 -0.7492
Br1 1.2058 2.4472 -1.5939
P1 0.3578 0.8820 0.9906
O4 1.9547 1.2566 0.9826
Cl1 -0.3827 2.5018 1.9992
H1 2.7771 -3.7661 -2.5860
H2 2.7052 -2.0703 -3.1579
H3 3.0031 -2.4544 -1.4331
H4 0.5292 -3.7125 -2.3578
H5 0.7331 -2.6267 -1.0016
H6 0.5683 0.1957 -3.2650
H7 1.4176 -0.4143 -1.8175
H8 -0.7369 -1.4169 -0.0662
H9 -2.8897 -1.4363 -2.2380
H10 -1.6312 -2.6479 -1.9211
H11 -2.9368 -2.4326 -0.7675
H12 -1.9864 0.7009 0.8272
H13 -2.5156 -0.9003 1.1850
H14 -4.2777 0.9442 0.5136
H15 -3.8945 0.4602 -1.1609
H16 -4.4925 -0.7180 0.0031
H17 -2.2049 2.2678 -0.0949
H18 -1.1366 3.3642 -1.0266
H19 2.4297 0.4761 0.6499
O5 -6.8430 0.5417 -0.7864
H20 -7.7248 0.4868 -1.1677
H21 -6.3420 1.0867 -1.4022
O6 -2.4197 1.0759 4.8007
H22 -1.7560 1.1902 5.4885
H23 -1.9777 1.3083 3.9796
O7 4.1719 0.2953 -2.1367
H24 5.0307 0.7305 -2.0995
H25 3.5477 1.0242 -2.2554
O8 -0.6091 5.6620 4.1997
H26 -1.3774 5.1842 4.5429
H27 -0.3941 5.2311 3.3692
O9 -2.3819 4.4394 6.5247
H28 -3.2998 4.1529 6.4578
H29 -2.1759 4.3722 7.4634
O10 -5.9518 -0.4841 2.0258
H30 -6.5659 -0.4401 2.7660
H31 -6.4532 -0.2316 1.2381
O11 5.2877 -2.1223 -0.5881
H32 5.9530 -1.5806 -0.1546
H33 4.7571 -1.5033 -1.1093
O12 0.2601 5.1183 -3.3778
H34 -0.6288 4.7452 -3.3808
H35 0.5327 5.0811 -2.4548
O13 2.6701 -4.0581 -5.3092
H36 1.8218 -4.3070 -5.6890
H37 3.0544 -3.5061 -5.9966
O14 -1.2955 -2.1448 2.7574
H38 -2.2189 -2.3910 2.9008
H39 -0.8910 -2.2599 3.6265
O15 1.5373 -3.6874 -8.0508
H40 0.6743 -3.9061 -8.4229
H41 1.9268 -3.1392 -8.7412
O16 3.1686 4.4281 -3.7021
H42 3.2450 5.3843 -3.7802
H43 2.2243 4.2732 -3.8470
O17 0.8146 -3.6440 1.6468
H44 0.5574 -4.5546 1.8474
H45 0.0073 -3.1392 1.8413
O18 2.8506 -6.4620 -7.9730
H46 3.7668 -6.1811 -7.8992
H47 2.3499 -5.6360 -8.0192
O19 -3.6066 -1.3922 3.6150
H48 -3.2708 -0.7910 4.2982
H49 -4.0102 -0.8171 2.9541
O20 0.8456 -6.7121 1.0474
H50 1.7208 -6.6819 1.4565
H51 1.0245 -6.5512 0.1124
O21 1.9752 7.0242 4.7770
H52 1.1161 6.6138 4.6093
H53 2.0211 7.0045 5.7391
O22 3.2678 -5.6509 2.0760
H54 4.1442 -5.2503 2.0902
H55 2.6646 -4.8998 1.9777
O23 0.3785 -6.1615 -2.0759
H56 -0.3179 -6.6611 -1.6345
H57 0.4367 -6.5627 -2.9492
O24 -0.8909 -2.2369 -9.1456
H58 -0.7640 -1.4347 -9.6609
H59 -1.3989 -1.9604 -8.3763
O25 -2.7666 6.1295 -4.3891
H60 -2.0570 6.0671 -5.0361
H61 -3.1286 5.2383 -4.3221
O26 4.8403 -4.1613 4.1897
H62 3.9379 -4.4882 4.2864
H63 5.2148 -4.1967 5.0766
O27 -3.9567 6.9325 7.2454
H64 -4.0533 7.7643 6.7727
H65 -3.2263 6.4926 6.7936
O28 -4.5470 7.7876 -2.1659
H66 -4.8082 8.6147 -2.5804
H67 -3.8202 7.4626 -2.7115
O29 5.7708 -1.4316 3.6866
H68 6.4292 -1.6368 3.0176
H69 5.3438 -2.2810 3.8716
O30 3.1494 4.0155 1.6230
H70 3.9283 3.9245 1.0673
H71 2.7579 3.1332 1.6449
O31 0.2578 6.7374 7.1606
H72 -0.5762 6.3062 6.9421
H73 0.3000 6.7311 8.1219
O32 -0.0978 -4.5051 4.4319
H74 0.6617 -5.0796 4.2836
H75 -0.7926 -5.1200 4.6866
O33 0.1683 9.4095 5.6911
H76 1.0242 9.2874 5.2633
H77 -0.1648 8.5056 5.7485
O34 -3.3016 6.3940 4.3576
H78 -4.0669 6.1646 3.8212
H79 -2.7619 6.9611 3.7944
O35 1.8237 -4.7637 -10.7931
H80 2.5776 -5.3489 -10.9212
H81 1.1091 -5.3642 -10.5576
O36 4.4670 -5.7196 -1.7133
H82 4.3757 -5.5428 -2.6556
H83 4.7077 -4.8649 -1.3362
O37 1.2603 -7.0762 5.2107
H84 0.6589 -7.6599 5.6838
H85 1.3252 -7.4647 4.3301

## Properties
* E_tot: -6629.5950 a.u.
* E_LUMO: -0.13 eV
* orbital gap: 9.49 eV


# 2
Molecular formula: C11H8BaBrNO4
Method: DFT, ωB97M-V/def2-TZVPD

Cartesian coordinates (Å):
Ba1 -0.0488 0.9784 -0.0516
O1 -0.0108 4.9375 -1.4228
C1 -0.0096 3.8484 -1.0835
C2 -0.0073 -1.7746 -0.9951
O2 0.0028 -2.8872 -1.2295
C3 2.5232 0.3647 -1.5189
O3 3.5716 0.1930 -1.9229
C4 -2.6023 0.3463 -1.5295
O4 -3.6476 0.1775 -1.9403
C5 -0.0147 0.9305 -4.9643
H1 -0.9468 1.5131 -4.9686
H2 0.9154 1.5159 -4.9632
C6 -0.0130 -0.4075 -4.8561
H3 0.9162 -0.9703 -4.7345
H4 -0.9413 -0.9724 -4.7371
Br1 -0.0938 -3.5494 5.0491
C7 -0.0182 -1.8662 4.1266
C8 0.0461 -0.6631 4.8621
C9 0.0926 0.5466 4.1907
C10 0.0748 0.5279 2.7906
N1 0.0161 -0.6034 2.0619
C11 -0.0322 -1.8040 2.7288
H5 0.0510 -0.6930 5.9490
H6 0.1378 1.5164 4.6889
H7 0.1185 1.5257 2.3191
H8 -0.0796 -2.7307 2.1511

## Properties
* net charge: +2
* E_tot: -3378.6039 a.u.
* E_LUMO: -7.62 eV
* orbital gap: 7.98 eV


For each record above, in turn, the calculated HOMO energy values are -9.62; -15.60 eV.